The following is a DFT calculation (the ωB97M-V functional and the def2-TZVPD basis) of a structure of composition C9H6I4N4O in a non-equilibrium geometry.

Each line ends with the Mulliken charge.
Atoms and positions in Å:
O 1.22 2.11 1.73  -0.6110
I -1.66 -1.19 -5.82  0.0861
I -3.87 -1.93 -2.85  0.0292
I 1.60 0.62 -5.14  0.0880
I -2.51 -1.75 0.49  0.0717
N 1.95 0.46 -1.83  -0.5626
C 0.70 1.12 2.20  0.6374
C 2.03 0.37 -0.55  -0.1924
C -1.00 -0.71 -3.70  0.0361
C -1.77 -1.08 -2.57  0.1820
C 0.24 -0.12 -3.46  -0.7307
C -1.29 -0.96 -1.23  -1.0197
C 0.72 -0.02 -2.16  1.0735
C 0.00 -0.43 -1.05  0.4691
N -0.63 0.39 4.22  -0.5447
N 0.25 1.28 3.53  -0.0984
N 0.86 -0.15 0.02  0.2043
C 0.71 -0.26 1.50  -0.6551
H 2.88 0.76 0.03  0.4043
H -0.61 0.49 5.24  0.2406
H -1.60 0.44 3.87  0.2158
H 0.36 2.24 3.83  0.2528
H -0.13 -0.88 1.77  0.1910
H 1.56 -0.81 1.93  0.2326

As for the HOMO-LUMO gap: 0.272 Ha. The calculation puts the HOMO energy at -8.738 eV. The value obtained for the relative energy (zero: lowest compared OMol25 entry of this formula, charge and spin) is 0.00 kJ/mol. The spin multiplicity is 1.